Computed, not measured: a molecular structure, C29H47O6RbS2Se2Si at a distorted geometry, with ωB97M-V with the def2-TZVPD basis set.

```
88
Properties=species:S:1:pos:R:3
C 19.74 10.05 7.88
H 7.62 13.70 6.09
C 9.07 12.14 6.35
H 14.86 19.29 4.15
H 16.83 16.04 9.73
C 14.46 19.26 11.92
H 18.96 9.56 5.29
H 20.66 11.66 8.37
O 20.91 10.79 7.94
C 17.25 17.04 9.80
C 13.12 8.74 10.01
H 15.56 19.45 11.95
H 8.93 15.34 7.35
C 14.23 20.98 10.11
H 11.11 14.77 8.35
C 11.45 10.99 10.30
C 11.27 9.89 11.13
H 17.82 12.61 6.91
C 8.54 13.41 6.54
O 13.06 13.49 9.20
H 17.61 9.04 6.89
H 17.49 11.44 4.84
H 17.17 9.93 8.22
H 11.95 20.03 11.14
H 13.67 7.84 9.95
C 15.10 19.03 5.22
H 15.31 21.23 10.08
Se 18.48 12.48 9.49
C 9.30 14.32 7.23
H 19.35 17.10 7.73
H 12.75 20.68 4.54
C 18.29 16.83 7.53
O 14.38 19.67 7.41
O 14.71 18.67 9.72
H 19.29 9.81 8.88
H 13.70 21.65 10.79
H 11.94 7.94 11.58
H 14.77 21.84 4.95
C 14.83 21.49 6.00
H 10.74 10.85 6.65
S 12.74 17.05 7.58
C 13.21 9.81 9.07
H 12.36 19.15 5.19
H 16.17 19.04 5.39
H 14.21 22.15 6.67
H 14.76 18.01 5.34
C 10.55 14.02 7.83
C 18.74 10.76 7.01
C 17.35 10.04 7.20
H 16.62 17.57 10.50
C 17.21 17.65 8.40
H 12.07 19.56 9.43
H 18.39 19.47 8.83
C 18.66 12.20 7.49
H 14.24 18.22 12.23
H 12.23 18.23 10.71
Si 14.36 18.20 8.16
H 16.69 19.72 8.88
C 17.45 19.15 8.37
H 8.57 11.46 5.69
H 10.48 9.89 11.79
H 19.51 12.78 7.09
C 10.98 12.73 7.67
H 10.79 11.90 10.39
C 12.43 19.31 10.50
H 18.13 15.75 7.80
H 18.28 16.89 10.25
Rb 15.67 14.07 7.98
C 12.13 8.81 10.94
H 17.49 19.56 7.36
H 20.20 10.88 5.43
O 15.88 17.36 7.91
S 12.68 12.36 8.27
C 10.29 11.80 6.93
C 12.82 20.11 5.44
C 19.11 10.61 5.54
H 12.15 20.55 6.20
H 19.98 9.07 7.43
C 12.37 10.91 9.26
O 18.41 11.44 4.54
H 15.90 21.52 6.29
H 13.72 21.17 9.13
H 18.09 17.02 6.48
C 14.26 20.00 6.04
Se 15.78 10.78 6.32
H 13.97 9.80 8.24
H 13.97 19.83 12.75
C 13.97 19.53 10.51
```

As for the frontier orbital gap: 5.229 eV. The total energy is -7497.68095 a.u. As for the spin multiplicity: 1. Its charge is -2.

Results of the Mulliken charge analysis, in e, for atoms 1 through 6:
1. C -1.234
2. H 0.415
3. C -0.460
4. H 0.438
5. H 0.134
6. C -1.755